a.
This record from the OMol25 dataset describes C3H4N2O in the gas phase. The level of theory is wB97M-V/def2-TZVPD.

Each line ends with the Löwdin charge.
Atoms and positions in Å:
N 2.36 0.58 -1.14  0.14
C 1.63 -0.09 -0.55  -0.23
C 0.66 -0.82 0.23  -0.10
C -0.74 -0.16 0.31  -0.50
N -1.16 1.00 -0.32  0.16
O -1.38 -0.60 1.24  0.06
H 0.99 -0.83 1.28  0.14
H 0.58 -1.88 -0.04  0.13
H -1.77 1.53 0.28  0.11
H -1.17 1.26 -1.30  0.11

Computed properties:
Spin multiplicity: 1
LUMO in eV: 0.59
Kohn-Sham gap in eV: 11.0401
SMILES string: N#CCC(N)=O
HOMO energy in Ha: -0.3839


b.
This record from the OMol25 dataset describes C3H4N2O in the gas phase. The level of theory is wB97M-V/def2-TZVPD.

Each line ends with the Löwdin charge.
Atoms and positions in Å:
N 1.79 -0.38 -0.19  0.10
C 0.43 -0.11 -0.03  -0.37
C -0.32 0.90 0.48  -0.09
N -1.66 0.63 0.27  0.08
C -1.66 -0.51 -0.34  -0.22
O -0.45 -1.03 -0.56  0.07
H 2.26 -0.77 0.61  0.09
H 2.31 0.35 -0.64  0.09
H 0.01 1.80 0.97  0.11
H -2.51 -1.08 -0.70  0.13

Computed properties:
Spin multiplicity: 1
LUMO in eV: 0.89
Kohn-Sham gap in eV: 10.0595
SMILES string: Nc1cnco1
HOMO energy in Ha: -0.3369


Which one sits at the top of the stability order? a does.